[1]
{"formula": "C19H19ClFeN5O5S2", "method": "the ωB97M-V functional and the def2-TZVPD basis", "species": ["Fe", "O", "N", "C", "C", "C", "C", "C", "S", "H", "H", "H", "H", "N", "N", "C", "O", "O", "H", "H", "H", "C", "C", "C", "C", "N", "C", "S", "N", "C", "H", "H", "H", "H", "H", "H", "H", "H", "Cl", "C", "C", "C", "C", "C", "C", "C", "O", "O", "H", "H", "H", "H"], "positions_angstrom": [[1.11980, 0.19491, -1.84238], [1.70269, -1.85332, -1.79553], [2.42982, -2.29938, -0.77781], [2.25941, -3.58514, -0.40659], [2.96606, -4.13181, 0.62581], [3.87837, -3.31434, 1.30694], [4.04196, -2.01390, 0.91790], [3.31172, -1.45374, -0.15714], [3.44678, 0.14752, -0.67244], [1.51824, -4.11052, -0.98952], [2.79601, -5.16140, 0.90373], [4.44323, -3.70517, 2.14351], [4.72856, -1.35413, 1.42860], [0.02411, -0.94649, -3.54465], [-0.51524, -0.03150, -4.45874], [-0.51405, 1.29179, -3.97937], [-1.40326, 2.04828, -4.39772], [0.38143, 1.58738, -3.12454], [0.63803, -1.61308, -3.98914], [-0.70477, -1.42048, -3.01725], [-1.42022, -0.28646, -4.82603], [-1.85634, 4.21945, -2.00232], [-2.15471, 3.10052, -1.06152], [-2.28762, 3.22777, 0.28853], [-2.57528, 2.06438, 1.02323], [-2.68717, 0.87096, 0.47471], [-2.49869, 0.73820, -0.85747], [-2.45635, -0.76505, -1.61521], [-2.31249, 1.87448, -1.59857], [-2.70443, 2.13843, 2.51171], [-1.39234, 5.04250, -1.46264], [-2.78173, 4.57546, -2.46078], [-1.20133, 3.87380, -2.80096], [-2.14302, 4.18079, 0.77376], [-2.17425, 1.78176, -2.60933], [-3.10367, 3.10108, 2.83151], [-1.70255, 2.02610, 2.93380], [-3.33013, 1.32540, 2.87388], [0.19973, -3.79246, 4.41244], [0.24553, -2.34582, 3.42730], [0.49249, -1.12498, 4.03152], [0.52589, 0.01250, 3.24080], [0.33446, -0.06470, 1.86583], [0.08902, -1.30241, 1.28704], [0.03293, -2.44958, 2.06548], [0.38851, 1.21115, 1.04449], [0.34769, 2.28511, 1.63753], [0.48565, 1.07073, -0.22422], [0.65492, -1.07235, 5.09970], [0.72291, 0.98406, 3.67498], [-0.10613, -1.36438, 0.22428], [-0.18017, -3.41196, 1.62288]], "nbo_charge": [1.51, -0.71, -0.01, 0.03, -0.29, -0.18, -0.24, 0.02, -0.30, 0.23, 0.22, 0.21, 0.23, -0.71, -0.52, 0.87, -0.76, -0.84, 0.37, 0.39, 0.37, -0.67, 0.34, -0.34, 0.34, -0.51, 0.30, -0.36, -0.55, -0.66, 0.22, 0.22, 0.28, 0.22, 0.46, 0.21, 0.27, 0.23, -0.04, -0.05, -0.26, -0.16, -0.15, -0.18, -0.19, 0.80, -0.69, -0.88, 0.22, 0.23, 0.24, 0.21], "largest_force_ha_per_bohr": 0.012, "lumo_ev": [2.590, 2.589], "molar_mass_g_mol": 552.82, "multiplicity": 5, "total_charge": -1, "de_lowest_kj_mol": 41.5}



[2]
{"formula": "C19H19ClN4O3", "method": "the ωB97M-V functional and the def2-TZVPD basis", "species": ["C", "H", "O", "C", "C", "C", "C", "C", "C", "H", "H", "Cl", "N", "C", "O", "N", "C", "C", "N", "C", "O", "N", "C", "H", "H", "H", "C", "C", "C", "C", "C", "C", "H", "H", "H", "H", "H", "C", "H", "H", "H", "H", "H", "H", "H", "H"], "positions_angstrom": [[4.89016, 4.12184, -1.80606], [4.99637, 3.83609, -0.75563], [4.84775, 2.99035, -2.64701], [3.84143, 2.09868, -2.48249], [2.83750, 2.22007, -1.52937], [1.83859, 1.25692, -1.42816], [1.86627, 0.16672, -2.30019], [2.86202, 0.04124, -3.25158], [3.84759, 1.00046, -3.34615], [4.63110, 0.92001, -4.08093], [2.86412, -0.80845, -3.91627], [0.63026, -1.05521, -2.19625], [0.81952, 1.33217, -0.49066], [0.60508, 2.28056, 0.46940], [1.24633, 3.29559, 0.63082], [-0.46229, 1.99072, 1.29281], [-1.27676, 0.86352, 1.26643], [-0.96247, -0.45532, 1.33522], [-2.16181, -1.16076, 1.26913], [-3.22243, -0.27666, 1.18044], [-4.40470, -0.53280, 1.11166], [-2.65840, 0.97811, 1.15983], [-3.41724, 2.19351, 1.07119], [-3.37077, 2.75709, 2.00658], [-4.45084, 1.90814, 0.87824], [-3.04777, 2.81645, 0.25474], [-2.31397, -2.56095, 1.24724], [-3.29113, -3.15459, 2.03774], [-3.45479, -4.52722, 2.00983], [-2.64546, -5.31239, 1.20588], [-1.67990, -4.71761, 0.41148], [-1.51540, -3.34468, 0.42180], [-0.78488, -2.88198, -0.22280], [-1.05671, -5.32320, -0.22969], [-2.77264, -6.38439, 1.19104], [-4.21651, -4.98546, 2.62248], [-3.92322, -2.53587, 2.65387], [0.36287, -1.09119, 1.56534], [1.02881, -0.36835, 2.03202], [0.82763, -1.43136, 0.63987], [0.25079, -1.95182, 2.22184], [-0.71083, 2.73657, 1.92787], [0.14585, 0.57594, -0.54064], [2.79710, 3.05195, -0.84810], [3.99669, 4.74159, -1.92359], [5.76707, 4.68596, -2.11919]], "nbo_charge": [-0.25, 0.18, -0.49, 0.34, -0.37, 0.24, -0.12, -0.19, -0.27, 0.23, 0.23, -0.02, -0.66, 0.80, -0.64, -0.64, 0.25, 0.12, -0.44, 0.76, -0.65, -0.41, -0.42, 0.19, 0.25, 0.21, 0.22, -0.22, -0.20, -0.22, -0.19, -0.26, 0.22, 0.21, 0.21, 0.22, 0.24, -0.66, 0.24, 0.23, 0.24, 0.42, 0.42, 0.27, 0.18, 0.20], "largest_force_ha_per_bohr": 0.016, "smiles": "COc1ccc(Cl)c(NC(=O)Nc2c(C)n(-c3ccccc3)c(=O)n2C)c1", "lumo_ev": 0.552, "molar_mass_g_mol": 386.84, "multiplicity": 1, "total_charge": 0, "de_lowest_kj_mol": 0.0}



[3]
{"formula": "C19H19ClN7O6PPdS2", "method": "the ωB97M-V functional and the def2-TZVPD basis", "species": ["Pd", "C", "N", "C", "C", "N", "C", "P", "C", "N", "C", "C", "N", "C", "C", "N", "C", "C", "N", "C", "H", "H", "H", "H", "H", "H", "H", "H", "H", "H", "H", "H", "H", "H", "H", "O", "S", "O", "N", "C", "S", "C", "C", "C", "C", "C", "C", "H", "H", "H", "H", "O", "Cl", "O", "O", "O"], "positions_angstrom": [[0.65100, 0.25020, -0.06570], [3.39120, -3.72230, 2.70760], [2.57080, -2.56250, 2.51100], [2.43950, -1.54920, 3.40200], [1.66740, -0.58760, 2.80640], [1.33010, -1.02860, 1.57520], [1.90260, -2.21720, 1.39420], [1.59010, -3.32140, -0.04250], [-0.20280, -2.89480, -0.09130], [-0.72690, -1.66980, -0.17260], [-2.07070, -1.80120, -0.18090], [-2.37400, -3.13740, -0.10350], [-1.19570, -3.80700, -0.04740], [-1.02420, -5.23270, 0.04870], [2.00150, -2.19990, -1.44130], [1.42790, -1.01730, -1.66400], [1.83370, -0.58070, -2.87660], [2.66300, -1.52930, -3.41010], [2.75200, -2.53640, -2.50680], [3.62760, -3.66310, -2.64370], [3.22800, -4.12840, 3.70560], [4.44230, -3.44830, 2.60930], [3.14880, -4.48050, 1.96480], [2.88940, -1.57270, 4.37370], [1.31670, 0.35860, 3.17750], [-2.72680, -0.95420, -0.22870], [-3.32270, -3.63750, -0.08970], [-1.99950, -5.71530, 0.07300], [-0.48370, -5.49010, 0.96160], [-0.46920, -5.60950, -0.81250], [1.47800, 0.34730, -3.28440], [3.17490, -1.55530, -4.34930], [3.49620, -4.11830, -3.62530], [3.41390, -4.40250, -1.87390], [4.65970, -3.32420, -2.54190], [4.07310, -0.59750, 1.22660], [4.21320, 0.08530, -0.02420], [4.30750, -0.75460, -1.17880], [2.88710, 1.14350, -0.21510], [3.31200, 2.38040, -0.22020], [2.30450, 3.72800, -0.32020], [4.76580, 2.57140, -0.10750], [5.47430, 3.76840, -0.07820], [6.84540, 3.71270, 0.13200], [7.50130, 2.50010, 0.30550], [6.79650, 1.29760, 0.24960], [5.44170, 1.36610, 0.03740], [4.96840, 4.71300, -0.20280], [7.40710, 4.63280, 0.17240], [8.56560, 2.48770, 0.49480], [7.28410, 0.34530, 0.38600], [-1.51600, 3.45060, 0.28960], [-0.74360, 2.32060, 0.17950], [0.54090, 2.46790, 0.86000], [-0.41620, 2.01070, -1.18270], [-1.34630, 1.15960, 0.75830]], "nbo_charge": [1.21, -0.41, -0.31, -0.04, -0.06, -0.52, 0.09, 0.79, 0.07, -0.47, -0.06, -0.05, -0.31, -0.41, 0.10, -0.51, -0.08, -0.04, -0.30, -0.41, 0.24, 0.23, 0.23, 0.24, 0.24, 0.24, 0.24, 0.24, 0.22, 0.22, 0.24, 0.25, 0.24, 0.23, 0.23, -0.87, 2.26, -0.87, -0.56, -0.01, 0.86, -0.17, -0.14, -0.16, -0.13, -0.18, -0.23, 0.24, 0.26, 0.26, 0.26, -0.72, 2.55, -0.83, -0.83, -0.79], "largest_force_ha_per_bohr": 0.093, "lumo_ev": [-7.449, -10.931], "molar_mass_g_mol": 678.38, "multiplicity": 5, "total_charge": 2, "de_lowest_kj_mol": 171.2}



[4]
{"formula": "C19H19CuIN2O3", "method": "the ωB97M-V functional and the def2-TZVPD basis", "species": ["C", "C", "H", "H", "H", "H", "H", "H", "C", "C", "C", "C", "H", "H", "H", "H", "N", "C", "C", "N", "C", "C", "C", "H", "H", "C", "H", "H", "Cu", "I", "O", "C", "C", "C", "C", "C", "C", "C", "O", "O", "H", "H", "H", "H", "H"], "positions_angstrom": [[0.47198, -3.53195, -0.22984], [0.65585, -3.27923, 1.21969], [-0.50671, -3.98479, -0.45488], [1.26105, -4.22007, -0.55881], [0.56639, -2.61402, -0.83473], [-0.02533, -2.49125, 1.54214], [0.51816, -4.19365, 1.80860], [1.66842, -2.92954, 1.44080], [-1.10016, 1.69086, -2.64857], [-2.18203, 2.20126, -3.37249], [-2.83441, 3.34078, -2.87819], [-2.47244, 3.87840, -1.64454], [-0.57444, 0.77429, -2.92764], [-2.47977, 1.70006, -4.28558], [-3.63080, 3.80785, -3.45013], [-2.97337, 4.71462, -1.15929], [-0.67081, 2.31695, -1.53763], [-1.39439, 3.31677, -0.95377], [-1.00268, 3.58885, 0.41876], [0.00915, 2.79259, 0.86138], [0.21143, 2.61000, 2.17322], [-1.28384, 4.43488, 2.65800], [-0.39725, 3.45265, 3.10699], [0.82683, 1.75710, 2.47151], [-0.17166, 3.32383, 4.15045], [-1.63644, 4.45731, 1.31344], [-2.38845, 5.11139, 0.89284], [-1.71882, 5.15207, 3.34075], [0.62350, 1.46274, -0.43738], [-1.71437, -0.05450, 0.63397], [3.41599, -1.24350, -3.35082], [3.74719, -1.74413, -2.15253], [4.28844, -3.04325, -2.06924], [4.48610, -3.61676, -0.82053], [4.22224, -2.90560, 0.36492], [3.75225, -1.59056, 0.28651], [3.47870, -1.01344, -0.95998], [2.63251, 0.18996, -1.06347], [2.19291, 0.61834, -2.18404], [2.29104, 0.70459, 0.07627], [2.88633, -0.39070, -3.14861], [4.50331, -3.56680, -3.00744], [4.84143, -4.64757, -0.76437], [4.38875, -3.37428, 1.34026], [3.56778, -0.99763, 1.18726]], "nbo_charge": [-0.60, -0.61, 0.20, 0.19, 0.20, 0.22, 0.19, 0.20, 0.10, -0.23, -0.13, -0.21, 0.24, 0.24, 0.23, 0.23, -0.54, 0.19, 0.18, -0.54, 0.11, -0.14, -0.23, 0.24, 0.24, -0.21, 0.22, 0.23, 1.40, -0.82, -0.68, 0.38, -0.29, -0.16, -0.28, -0.13, -0.25, 0.77, -0.74, -0.80, 0.51, 0.23, 0.21, 0.22, 0.23], "largest_force_ha_per_bohr": 0.041, "lumo_ev": [-1.389, -1.500], "molar_mass_g_mol": 513.82, "multiplicity": 2, "total_charge": 0, "de_lowest_kj_mol": 0.0}